[1]
Density functional theory data (ωB97M-V with the def2-TZVPD basis set) for C41H46N9O7PW as an isolated structure.

```
105
C41H46N9O7PW ωB97M-V with the def2-TZVPD basis set
W 0.052 -0.136 0.678
O -0.608 -4.150 0.073
C 0.030 -3.174 0.329
O -0.567 -2.003 0.656
C 1.536 -3.217 0.381
C 2.128 -4.469 0.265
C 3.491 -4.582 0.403
C 4.295 -3.497 0.668
C 3.709 -2.252 0.781
C 2.336 -2.100 0.618
O 1.734 -0.903 0.742
N 4.609 -1.114 1.089
O 4.116 -0.004 1.191
O 5.781 -1.362 1.207
N 4.121 -5.921 0.285
O 3.397 -6.838 -0.025
O 5.307 -5.984 0.508
H 1.517 -5.341 0.072
H 5.363 -3.610 0.786
C 1.452 0.542 3.419
C 1.867 0.202 4.871
N 0.797 -0.530 5.540
C -0.469 0.162 5.347
C -0.873 0.137 3.847
N 0.282 -0.312 3.016
C 0.596 -1.732 3.409
C 0.682 -1.856 4.946
H 2.270 0.394 2.716
H 1.118 1.578 3.355
H 2.081 1.117 5.423
H 2.767 -0.412 4.890
H -0.362 1.187 5.704
H -1.233 -0.325 5.950
H -1.156 1.136 3.525
H -1.704 -0.545 3.659
H 1.556 -1.983 2.966
H -0.169 -2.383 2.995
H 1.545 -2.458 5.228
H -0.205 -2.340 5.356
N -3.450 2.599 -1.885
C -3.442 3.760 -2.574
C -2.142 4.201 -2.583
C -1.434 3.213 -1.878
N -2.224 2.234 -1.456
H -4.233 1.979 -1.770
H -4.344 4.178 -2.990
H -1.754 5.092 -3.047
H -0.371 3.160 -1.697
C -0.663 2.384 -5.556
C -1.724 1.594 -5.137
C -1.582 0.744 -4.049
C -0.374 0.687 -3.362
C 0.691 1.481 -3.788
C 0.549 2.320 -4.883
P -0.099 -0.444 -1.935
C -1.431 -1.672 -2.105
C -1.294 -2.969 -2.581
C -2.408 -3.792 -2.704
C -3.665 -3.334 -2.354
C -3.811 -2.046 -1.851
C -2.702 -1.231 -1.718
C 1.521 -1.096 -2.483
C 1.625 -1.966 -3.571
C 2.870 -2.355 -4.042
C 4.026 -1.842 -3.468
C 3.931 -0.912 -2.443
C 2.687 -0.542 -1.956
H -0.776 3.036 -6.412
H -2.666 1.627 -5.668
H -2.414 0.118 -3.763
H 1.647 1.441 -3.280
H 1.391 2.912 -5.217
H -0.326 -3.380 -2.818
H -2.280 -4.803 -3.068
H -4.528 -3.978 -2.460
H -4.791 -1.681 -1.570
H -2.824 -0.220 -1.338
H 0.742 -2.312 -4.088
H 2.934 -3.037 -4.879
H 4.997 -2.135 -3.845
H 4.827 -0.456 -2.039
H 2.638 0.208 -1.177
C -3.711 2.232 2.411
C -3.406 1.015 1.558
N -1.964 0.998 1.234
C -1.219 2.188 1.202
N 0.053 1.947 0.907
C 1.038 3.040 0.923
C 0.512 4.186 1.773
C -0.894 4.543 1.323
N -1.753 3.353 1.455
C -3.189 3.491 1.742
H -3.268 2.129 3.404
H -4.789 2.310 2.541
H -3.985 1.050 0.633
H -3.657 0.091 2.076
H -1.887 0.543 0.309
H 1.239 3.370 -0.099
H 1.971 2.648 1.323
H 1.167 5.051 1.692
H 0.484 3.883 2.823
H -0.897 4.853 0.276
H -1.326 5.343 1.919
H -3.722 3.691 0.809
H -3.311 4.357 2.388
```

- spin multiplicity = 3
- orbital gap (alpha / beta) (eV) = 6.55 / 6.95
- expectation value of S² = 2.012
- net charge = +2
- energy (Eh) = -3017.2330
- F_max (eV/A) = 1.38

Löwdin population analysis, charges in e, atoms 1 to 4: W 1.66; O 0.16; C -0.50; O -0.24



[2]
Density functional theory data (ωB97M-V with the def2-TZVPD basis set) for C41H47As2F6N3O4ReS3 as an isolated structure.

```
107
C41H47As2F6N3O4ReS3 ωB97M-V with the def2-TZVPD basis set
Re 1.106 0.601 -2.043
C -1.677 4.015 5.694
C -1.129 3.278 4.507
C -1.901 2.324 3.837
C -1.400 1.623 2.756
C -0.106 1.891 2.330
C 0.679 2.846 2.962
C 0.161 3.538 4.044
S 0.610 0.904 1.039
O -0.511 0.600 0.088
C 0.849 -0.552 2.048
C 1.794 -0.341 3.064
C 1.793 -1.097 4.201
C 0.709 -1.961 4.441
C 0.499 -2.519 5.725
C -0.643 -3.215 5.997
C -1.620 -3.366 4.995
C -1.409 -2.895 3.727
C -0.216 -2.214 3.396
C 0.014 -1.686 2.053
C -0.562 -2.462 0.942
C -0.571 -3.903 1.207
C 0.449 -4.512 1.968
C 0.421 -5.856 2.239
C -0.637 -6.665 1.790
C -1.605 -6.122 0.992
C -1.552 -4.753 0.638
C -2.394 -4.228 -0.347
C -2.100 -3.004 -0.882
C -1.150 -2.145 -0.312
S -0.794 -0.938 -1.662
O -0.404 -1.896 -2.721
C -2.363 -0.273 -2.218
C -3.417 0.079 -1.384
C -4.629 0.432 -1.951
C -4.814 0.451 -3.335
C -6.135 0.831 -3.934
C -3.738 0.098 -4.149
C -2.519 -0.269 -3.604
H -2.502 3.474 6.152
H -2.050 4.995 5.390
H -0.904 4.181 6.443
H -2.908 2.123 4.179
H -2.001 0.881 2.245
H 1.690 3.046 2.621
H 0.764 4.287 4.542
H 2.503 0.475 2.963
H 2.545 -0.948 4.965
H 1.243 -2.353 6.494
H -0.813 -3.621 6.984
H -2.555 -3.857 5.229
H -2.184 -3.018 2.984
H 1.284 -3.925 2.325
H 1.230 -6.297 2.806
H -0.662 -7.716 2.043
H -2.398 -6.736 0.585
H -3.188 -4.828 -0.772
H -2.609 -2.712 -1.790
H -3.303 0.060 -0.313
H -5.459 0.683 -1.304
H -6.939 0.760 -3.205
H -6.376 0.198 -4.787
H -6.102 1.862 -4.294
H -3.869 0.075 -5.224
H -1.717 -0.617 -4.242
N 0.305 1.294 -4.024
N 0.427 0.434 -5.129
C 1.397 -0.499 -5.096
N 1.708 -1.130 -6.206
S 2.167 -0.894 -3.640
H -0.681 1.551 -3.912
H 0.855 2.142 -4.198
H 0.126 0.812 -6.021
H 1.350 -0.856 -7.112
H 2.412 -1.856 -6.194
C 3.940 -0.254 0.589
C 3.369 -0.907 -0.646
C 3.335 -2.419 -0.583
O 1.967 -0.444 -0.830
H 4.936 -0.662 0.759
H 3.327 -0.474 1.463
H 4.036 0.826 0.467
H 3.940 -0.574 -1.516
H 2.938 -2.758 0.375
H 4.349 -2.801 -0.697
H 2.718 -2.836 -1.380
C -0.758 4.485 -0.035
As 0.723 3.796 -1.014
C 2.266 3.564 0.088
C 1.059 5.094 -2.355
O 0.125 2.258 -1.623
H -0.396 5.227 0.677
H -1.292 3.694 0.487
H -1.431 4.968 -0.743
H 2.193 4.247 0.933
H 3.146 3.801 -0.505
H 2.321 2.534 0.436
H 0.992 6.061 -1.852
H 0.293 5.043 -3.128
H 2.041 4.971 -2.782
F 2.462 2.122 -2.634
As 4.162 2.219 -3.837
F 3.415 3.632 -4.451
F 5.521 2.251 -4.808
F 3.152 1.341 -4.934
F 4.524 0.762 -3.025
F 4.756 3.121 -2.517
```

- spin multiplicity = 3
- orbital gap (alpha / beta) (eV) = 4.09 / 3.90
- expectation value of S² = 2.021
- net charge = +3
- energy (Eh) = -8398.4373
- F_max (eV/A) = 1.94

Löwdin population analysis, charges in e, atoms 1 to 4: Re 1.54; C -0.02; C -0.23; C 0.00



[3]
Density functional theory data (ωB97M-V with the def2-TZVPD basis set) for a 9-piece molecular cluster, C41H47N11O2PS overall.

```
103
C41H47N11O2PS ωB97M-V with the def2-TZVPD basis set
N 1.529 0.721 1.581
C 1.092 2.142 1.175
N -0.244 2.501 1.017
N 2.163 3.179 0.898
P 2.109 3.801 -0.773
O 1.484 2.686 -1.956
O 1.186 5.309 -0.924
S 3.946 4.274 -1.349
H 0.989 0.094 0.911
H 2.522 0.659 1.211
H -0.612 3.298 1.582
H -0.810 1.952 0.317
H 2.086 4.002 1.563
H 0.752 2.105 -1.595
H 0.543 5.376 -0.143
N -2.740 5.494 -4.559
C -3.274 6.572 -3.945
C -2.639 7.277 -2.935
C -1.380 6.850 -2.525
C -0.805 5.741 -3.137
C -1.516 5.104 -4.141
H -4.259 6.865 -4.298
H -3.114 8.138 -2.479
H -0.852 7.377 -1.736
H 0.174 5.383 -2.840
H -1.108 4.236 -4.652
N 1.958 -3.188 1.930
C 2.735 -2.145 2.295
C 4.032 -2.276 2.764
C 4.567 -3.556 2.869
C 3.792 -4.651 2.502
C 2.506 -4.418 2.041
H 2.271 -1.167 2.198
H 4.611 -1.402 3.041
H 5.580 -3.698 3.234
H 4.179 -5.661 2.573
H 1.862 -5.240 1.740
N -0.205 0.677 -3.417
C -1.207 0.613 -4.321
C -1.058 0.104 -5.601
C 0.195 -0.365 -5.981
C 1.247 -0.310 -5.073
C 1.000 0.213 -3.814
H -2.164 0.994 -3.977
H -1.899 0.074 -6.285
H 0.350 -0.770 -6.977
H 2.236 -0.666 -5.339
H 1.788 0.274 -3.069
N -2.304 5.000 2.927
C -2.354 5.807 4.010
C -3.270 5.659 5.039
C -4.196 4.624 4.953
C -4.171 3.778 3.849
C -3.214 4.004 2.872
H -1.614 6.601 4.030
H -3.263 6.334 5.887
H -4.930 4.478 5.740
H -4.879 2.963 3.752
H -3.152 3.369 1.993
N 0.961 -7.658 3.640
C 0.919 -8.997 3.815
C 0.002 -9.827 3.190
C -0.933 -9.251 2.337
C -0.917 -7.875 2.138
C 0.041 -7.128 2.804
H 1.667 -9.398 4.493
H 0.016 -10.897 3.366
H -1.668 -9.870 1.831
H -1.632 -7.396 1.479
H 0.097 -6.050 2.678
N -4.226 -3.326 2.690
C -4.374 -3.393 4.031
C -3.314 -3.438 4.922
C -2.021 -3.418 4.409
C -1.836 -3.351 3.032
C -2.959 -3.306 2.221
H -5.402 -3.410 4.382
H -3.492 -3.489 5.990
H -1.165 -3.453 5.077
H -0.842 -3.334 2.601
H -2.867 -3.250 1.140
N -0.741 -2.560 -8.570
C -0.783 -3.899 -8.395
C -1.699 -4.729 -9.019
C -2.634 -4.154 -9.873
C -2.618 -2.777 -10.072
C -1.660 -2.030 -9.406
H -0.035 -4.300 -7.717
H -1.685 -5.799 -8.844
H -3.370 -4.773 -10.379
H -3.334 -2.298 -10.730
H -1.604 -0.952 -9.531
N 3.806 3.925 3.156
C 3.658 3.858 4.497
C 4.718 3.813 5.388
C 6.010 3.833 4.875
C 6.196 3.900 3.498
C 5.073 3.945 2.687
H 2.630 3.841 4.848
H 4.540 3.762 6.456
H 6.866 3.798 5.543
H 7.190 3.917 3.067
H 5.165 4.001 1.606
```

- orbital gap (eV) = 5.58
- net charge = +1
- energy (Eh) = -3082.5602
- F_max (eV/A) = 6.73

Löwdin population analysis, charges in e, atoms 1 to 4: N 0.15; C -0.22; N 0.17; N -0.11



[4]
Density functional theory data (ωB97M-V with the def2-TZVPD basis set) for C41H48BClN9S2Sr as an isolated structure.

```
103
C41H48BClN9S2Sr ωB97M-V with the def2-TZVPD basis set
Sr 0.241 -0.056 0.199
C 2.946 0.098 -0.829
C 3.368 1.354 -1.310
C 3.156 1.378 -2.700
C 2.591 0.145 -3.085
C 2.448 -0.652 -1.929
H 3.164 -0.281 0.164
H 3.789 2.151 -0.712
H 3.373 2.211 -3.356
H 2.298 -0.133 -4.090
H 2.130 -1.689 -1.903
C -0.740 -1.188 -3.844
C -1.672 -1.706 -2.796
C -2.990 -2.176 -2.962
C -3.372 -2.619 -1.714
C -4.680 -3.187 -1.273
N -2.333 -2.429 -0.877
N -1.285 -1.852 -1.535
B -2.217 -2.931 0.584
N -0.820 -3.557 0.810
N 0.309 -2.806 0.911
C 1.320 -3.657 1.029
C 2.727 -3.174 1.190
C 0.849 -4.982 0.990
C -0.518 -4.870 0.843
C -1.538 -5.955 0.711
N -2.505 -1.809 1.615
N -1.853 -0.617 1.590
C -2.336 0.112 2.590
C -1.867 1.512 2.838
C -3.313 -0.622 3.286
C -3.389 -1.837 2.632
C -4.263 -3.010 2.941
H -0.359 -2.015 -4.450
H 0.115 -0.686 -3.394
H -1.246 -0.488 -4.512
H -3.582 -2.177 -3.865
H -5.399 -3.108 -2.089
H -5.075 -2.635 -0.418
H -4.591 -4.237 -0.986
H -3.043 -3.788 0.752
H 2.852 -2.183 0.760
H 3.424 -3.844 0.686
H 3.011 -3.122 2.244
H 1.426 -5.891 1.049
H -1.037 -6.922 0.739
H -2.085 -5.877 -0.231
H -2.272 -5.921 1.517
H -1.845 2.099 1.915
H -0.856 1.526 3.251
H -2.528 2.006 3.549
H -3.889 -0.306 4.142
H -4.877 -2.775 3.809
H -3.674 -3.901 3.165
H -4.921 -3.257 2.106
C 2.584 0.784 4.411
C 1.837 0.252 3.377
N 1.530 0.984 2.284
C 1.993 2.221 2.188
C 2.797 2.856 3.168
C 3.055 2.082 4.326
C 3.180 4.221 2.992
C 4.082 5.004 3.711
C 5.222 4.648 4.469
C 5.898 3.394 4.389
C 7.006 3.198 5.162
N 7.519 4.126 6.000
C 6.858 5.290 5.962
N 5.785 5.616 5.270
H 2.780 0.184 5.291
H 1.444 -0.759 3.415
H 1.705 2.774 1.295
H 3.601 2.520 5.149
H 2.592 4.749 2.245
H 3.950 6.080 3.634
H 5.561 2.629 3.702
H 7.543 2.254 5.116
H 7.268 6.078 6.592
S -0.958 3.676 -0.270
C -0.522 2.231 -0.929
C -5.081 1.223 0.706
S -4.117 0.519 -0.641
C -4.609 1.660 -1.941
H -4.825 2.276 0.848
H -4.813 0.673 1.608
H -6.153 1.123 0.521
H -5.677 1.587 -2.157
H -4.045 1.388 -2.833
H -4.352 2.683 -1.658
Cl -0.825 6.840 -6.163
C -0.744 5.455 -5.084
C -1.870 5.084 -4.370
C -1.797 3.990 -3.518
C -0.622 3.255 -3.375
C -0.521 2.065 -2.453
C 0.493 3.667 -4.098
C 0.444 4.761 -4.955
H -2.785 5.653 -4.470
H -2.667 3.709 -2.942
H 0.396 1.514 -2.696
H -1.351 1.367 -2.645
H 1.419 3.117 -3.977
H 1.318 5.072 -5.513
```

- spin multiplicity = 2
- orbital gap (alpha / beta) (eV) = 3.95 / 5.32
- expectation value of S² = 0.782
- net charge = -2
- energy (Eh) = -3396.2542
- F_max (eV/A) = 0.65

Löwdin population analysis, charges in e, atoms 1 to 4: Sr 1.24; C -0.30; C -0.17; C -0.20